Entry from the OMol25 dataset: a single C14H18O7 molecule at a distorted geometry (ωB97M-V/def2-TZVPD).

CARTESIAN COORDINATES (ANGSTROEM)
O  -0.48  1.97  -1.47
C  -1.11  2.67  -0.42
O  -0.07  3.55  -0.06
C  -2.25  3.42  -1.09
C  -3.29  4.13  -0.48
O  -3.53  4.33  0.88
C  -2.66  3.75  1.86
C  -2.52  2.22  1.78
C  -1.48  1.78  0.78
C  -0.93  0.52  1.03
O  0.00  -0.06  0.23
C  0.36  -1.32  0.64
C  0.94  -2.23  -0.21
C  1.28  -1.85  -1.64
C  2.81  -1.84  -1.87
O  3.41  -3.13  -1.69
C  3.73  -3.42  -0.38
C  2.79  -3.58  0.60
C  1.33  -3.55  0.35
O  1.08  -4.59  -0.58
O  0.62  -3.98  1.44
H  -0.03  1.19  -1.09
H  0.22  3.96  -0.85
H  -2.14  3.64  -2.15
H  -3.96  4.64  -1.17
H  -1.68  4.25  1.82
H  -3.08  4.01  2.84
H  -2.30  1.87  2.78
H  -3.53  1.88  1.51
H  -1.29  0.02  1.94
H  0.12  -1.64  1.64
H  0.88  -0.88  -1.93
H  0.80  -2.58  -2.35
H  3.02  -1.49  -2.88
H  3.23  -1.10  -1.21
H  4.76  -3.60  -0.09
H  3.10  -3.77  1.63
H  1.75  -4.46  -1.27
H  0.11  -4.74  1.11

HOMO-LUMO gap = 9.2 eV
Total charge = 0
LUMO energy = 0.72 eV
HOMO energy = -8.4 eV
Structure (SMILES) = OC1(O)C=COCC/C1=C/O/C=C1\CCOC=CC1(O)O